Entry from the OMol25 dataset: a cluster of 2 separate species, C2H7OS in total at a distorted geometry (ωB97M-V with the def2-TZVPD basis set).

Structure (XYZ):
```
11
Properties=species:S:1:pos:R:3:forces:R:3:nbo_charge:R:1
O 1.558232 -2.475323 0.290970 0.7 -0.4 -0.8 -1.003
H 1.870414 -2.770285 1.140268 0.1 0.0 0.5 0.438
C 0.188692 -0.115613 0.928179 -0.7 -2.8 3.8 -1.233
S 0.318226 1.019162 -0.280810 0.9 1.2 -3.5 0.102
C -1.264127 1.588888 -1.180461 0.2 -0.5 1.3 -0.767
H 0.965969 -0.241230 1.792273 -1.7 1.4 -1.2 0.181
H -0.729434 -0.754383 1.100854 1.4 0.5 -0.7 0.191
H 1.567005 -1.484657 0.334402 -1.0 -0.3 0.2 0.501
H -2.077591 0.838474 -1.430545 1.0 0.8 0.9 0.197
H -0.885228 1.942560 -2.124351 0.4 0.1 -0.3 0.198
H -1.512160 2.452404 -0.570781 -1.2 0.0 -0.2 0.193
```
Positions in Å, forces in eV/Å.

Calculated values
* total charge: -1
* gap between HOMO and LUMO: 0.157 Eh
* LUMO energy: 0.1484 Eh

***

Entry from the OMol25 dataset: a cluster of 2 separate species, C2H7OS in total (ωB97M-V with the def2-TZVPD basis set).

Structure (XYZ):
```
11
Properties=species:S:1:pos:R:3:forces:R:3:nbo_charge:R:1
O -1.929668 3.334731 -0.898205 0.4 -0.3 0.0 -0.973
H -1.015983 3.422358 -0.585439 -0.2 0.1 0.0 0.477
C 0.353581 -1.768074 0.746691 -0.4 0.1 -0.1 -0.616
C 0.967441 -0.640677 -0.060244 0.5 0.1 -0.1 -0.514
S -0.238904 0.587925 -0.600301 -0.1 0.2 -0.1 -0.761
H 1.096182 -2.505883 1.061033 0.1 -0.1 0.1 0.168
H -0.432760 -2.255900 0.161417 0.1 -0.1 0.0 0.196
H -0.142063 -1.342603 1.621811 0.1 -0.1 0.1 0.198
H 1.742838 -0.159523 0.545758 0.0 0.0 0.1 0.166
H 1.510070 -1.048768 -0.923508 -0.2 -0.1 0.0 0.166
H -1.910734 2.376413 -1.069011 -0.2 0.2 0.0 0.493
```
Positions in Å, forces in eV/Å.

Calculated values
* total charge: -1
* gap between HOMO and LUMO: 0.247 Eh
* LUMO energy: 0.1540 Eh

***

Entry from the OMol25 dataset: a cluster of 2 separate species, C2H7OS in total at a distorted geometry (ωB97M-V with the def2-TZVPD basis set).

Structure (XYZ):
```
11
Properties=species:S:1:pos:R:3:forces:R:3:nbo_charge:R:1
O 1.154162 2.431678 -2.115231 0.2 0.1 -0.1 -0.971
H 1.395055 2.016343 -1.272980 -0.2 -0.2 0.0 0.492
C 1.147400 -0.491283 0.563660 0.0 0.4 0.2 -1.160
S -0.376031 0.313486 0.539679 -0.2 0.0 -1.1 0.086
C -1.679970 -0.940054 0.884074 -0.4 0.1 1.6 -0.800
H 1.936780 -0.074506 1.173923 -0.2 -0.3 0.4 0.172
H 1.352167 -1.322819 -0.087430 0.1 0.0 -0.5 0.162
H 1.005051 1.682566 -2.700318 -0.1 0.0 0.2 0.464
H -1.393576 -1.943244 0.592408 0.3 -0.1 -0.2 0.199
H -2.659013 -0.723151 0.453650 0.2 0.4 -0.5 0.184
H -1.882024 -0.949016 1.968563 0.2 -0.3 0.0 0.173
```
Positions in Å, forces in eV/Å.

Calculated values
* total charge: -1
* gap between HOMO and LUMO: 0.190 Eh
* LUMO energy: 0.1536 Eh

***

Entry from the OMol25 dataset: a cluster of 2 separate species, C2H7OS in total at a distorted geometry (ωB97M-V with the def2-TZVPD basis set).

Structure (XYZ):
```
11
Properties=species:S:1:pos:R:3:forces:R:3:nbo_charge:R:1
O -1.233880 1.655387 1.476678 0.1 0.3 -1.0 -1.039
H -0.433429 1.605941 2.030366 -0.4 -0.4 -0.8 0.464
C 0.298567 -0.614652 -1.410484 -0.5 -2.0 1.6 -0.650
C -0.163121 -0.584805 0.069829 -3.0 -0.1 -2.4 -0.934
S 0.997315 -0.845331 1.195468 1.7 -0.4 1.6 -0.060
H -0.534965 -1.052670 -1.993572 0.5 0.0 -0.3 0.176
H 1.285204 -1.256167 -1.492565 -1.7 1.5 -0.3 0.167
H 0.324292 0.425974 -1.651432 1.1 0.6 -1.1 0.182
H -1.011492 1.178159 0.570041 0.3 0.1 2.2 0.489
H -1.227203 -0.759095 0.339147 0.9 -0.2 -0.3 0.192
H 1.698717 0.247257 0.866521 1.0 0.6 0.7 0.011
```
Positions in Å, forces in eV/Å.

Calculated values
* total charge: -1
* gap between HOMO and LUMO: 0.179 Eh
* LUMO energy: 0.1441 Eh

***

Entry from the OMol25 dataset: a cluster of 2 separate species, C2H7OS in total at a distorted geometry (ωB97M-V with the def2-TZVPD basis set).

Structure (XYZ):
```
11
Properties=species:S:1:pos:R:3:forces:R:3:nbo_charge:R:1
O -2.838977 1.465589 0.276634 0.4 -0.8 0.3 -1.046
H -1.980052 0.879994 0.111600 -0.2 0.7 -0.3 0.488
C -0.571610 0.160262 -0.608885 -0.7 -0.4 -1.3 -1.086
S 0.683216 -0.413991 0.422043 0.4 0.3 0.1 0.105
C 2.354135 -0.882508 -0.353282 -0.5 0.9 0.5 -0.790
H -1.055044 -0.570805 -1.290825 0.3 -0.2 0.5 0.157
H -0.462933 1.055405 -1.242591 0.6 0.1 0.6 0.172
H -3.274335 0.872869 0.901794 -0.3 0.3 0.0 0.433
H 2.761580 -0.149662 -1.066060 -0.5 -0.3 -0.1 0.188
H 3.000205 -0.795904 0.529365 0.0 -0.5 -0.1 0.193
H 2.287574 -1.888242 -0.748429 0.3 -0.2 -0.2 0.184
```
Positions in Å, forces in eV/Å.

Calculated values
* total charge: -1
* gap between HOMO and LUMO: 0.234 Eh
* LUMO energy: 0.1470 Eh

***

Entry from the OMol25 dataset: a cluster of 3 separate species, C2H7OS2 in total (ωB97M-V with the def2-TZVPD basis set).

Structure (XYZ):
```
12
Properties=species:S:1:pos:R:3:forces:R:3:nbo_charge:R:1
C 0.809893 -1.308035 1.580895 -0.2 0.0 -0.8 0.283
O 1.164598 -2.179120 2.336367 0.1 0.2 0.4 -0.578
H 0.269960 -1.524318 0.647264 -0.1 -0.1 -0.1 0.125
H -4.851645 1.837482 2.351026 0.5 0.1 0.2 -0.014
H 0.999537 -0.227790 1.668599 0.1 0.0 0.6 0.122
C 1.424282 0.064689 -2.255840 0.0 0.1 0.3 -0.757
S 0.901130 0.983479 -0.763909 0.1 0.0 -0.1 -0.061
S -1.119008 0.663784 -0.588326 -0.1 -0.1 0.1 -0.745
H 2.168177 -0.680285 -1.969847 0.0 0.0 -0.1 0.193
H 0.560601 -0.429849 -2.694856 0.0 0.1 0.0 0.228
H 1.855303 0.772571 -2.963417 0.0 -0.1 -0.1 0.192
H -4.182828 2.027394 2.652044 -0.5 -0.2 -0.2 0.013
```
Positions in Å, forces in eV/Å.

Calculated values
* total charge: -1
* gap between HOMO and LUMO: 0.225 Eh
* LUMO energy: 0.1354 Eh

***

Entry from the OMol25 dataset: a cluster of 3 separate species, C2H7OS2 in total at a distorted geometry (ωB97M-V with the def2-TZVPD basis set).

Structure (XYZ):
```
12
Properties=species:S:1:pos:R:3:forces:R:3:nbo_charge:R:1
C 0.280096 -1.325949 1.997512 -0.2 0.3 0.7 0.299
O 0.824187 -2.214306 2.617750 -0.4 0.3 -0.6 -0.553
H 0.658962 -0.313624 1.890436 0.9 0.3 -0.1 0.133
H 4.636826 4.306336 -0.800268 0.0 0.0 0.0 -0.031
H -0.727621 -1.339666 1.563009 -0.1 -1.0 -0.1 0.103
C -2.056288 0.193171 -0.182985 -0.2 -1.3 0.7 -0.745
S -0.595223 -0.209169 -1.339962 -0.8 0.8 1.7 -0.068
S 0.707929 1.303007 -0.704911 0.1 -0.3 -0.2 -0.758
H -1.927592 1.187758 0.272945 0.4 -0.5 -0.2 0.228
H -2.916704 0.265109 -0.828350 -0.5 -0.1 -0.2 0.191
H -2.353144 -0.601135 0.655084 0.9 1.5 -1.7 0.170
H 4.279176 3.697588 -1.031877 0.0 0.0 0.0 0.031
```
Positions in Å, forces in eV/Å.

Calculated values
* total charge: -1
* gap between HOMO and LUMO: 0.226 Eh
* LUMO energy: 0.1357 Eh

***

Entry from the OMol25 dataset: a structure of composition C2H7OS2 at a distorted geometry (ωB97M-V with the def2-TZVPD basis set).

Structure (XYZ):
```
12
Properties=species:S:1:pos:R:3:forces:R:3:mulliken_spin:R:1
C 2.170170 1.363010 1.415793 1.3 -3.1 -1.1 0.013
O 3.236471 1.536962 0.816299 -3.2 0.0 1.9 0.004
H 1.460630 2.080613 1.864819 0.6 0.6 -0.3 -0.005
H 0.505541 -3.941799 -2.031269 -0.9 0.0 0.6 0.003
H 1.710369 0.219823 1.585014 1.3 2.4 -0.5 -0.005
C -0.233956 -0.887505 -1.719478 -1.5 -0.4 -0.1 -0.015
S -1.520030 -1.141233 -0.427763 0.5 2.2 1.0 0.304
S -1.031491 0.689440 0.498466 -1.1 -2.2 -0.6 0.689
H -0.548648 0.098844 -2.004425 0.8 0.4 -0.5 0.005
H -0.284144 -1.561131 -2.592874 0.2 0.0 0.8 -0.002
H 0.608226 -0.925226 -1.061475 1.1 0.1 -0.7 0.011
H -0.136685 -3.891170 -1.599322 0.9 -0.1 -0.6 -0.002
```
Positions in Å, forces in eV/Å.

Calculated values
* total charge: 0
* gap between HOMO and LUMO (alpha / beta): 0.344 / 0.264 Eh
* 2S+1: 2
* expectation value of S²: 0.755
* LUMO energy (alpha / beta): 0.0048 / -0.0825 Eh

***

Entry from the OMol25 dataset: a cluster of 2 separate species, C2H7P in total at a distorted geometry (ωB97M-V with the def2-TZVPD basis set).

Structure (XYZ):
```
10
Properties=species:S:1:pos:R:3:forces:R:3:nbo_charge:R:1
C -0.152658 -1.364677 -0.934089 -0.6 1.8 0.7 -0.531
C -0.236622 1.081503 -0.097317 0.3 -1.6 -1.1 -0.702
P 0.554647 1.276754 1.471428 0.1 0.4 0.4 0.334
H -0.445329 -1.191008 -1.950285 0.0 0.0 -0.3 0.179
H 0.865632 -1.596549 -0.711704 0.4 0.0 0.1 0.178
H -0.914110 -1.726447 -0.268431 -0.1 -0.2 0.1 0.181
H -1.277385 1.341073 -0.179778 -0.3 0.0 0.0 0.207
H 0.367992 1.396362 -0.935800 -0.1 0.1 -0.1 0.205
H 1.533866 0.289469 1.357435 0.3 -0.2 0.0 -0.024
H -0.296032 0.493519 2.248541 -0.3 -0.2 0.3 -0.029
```
Positions in Å, forces in eV/Å.

Calculated values
* total charge: 0
* gap between HOMO and LUMO (alpha / beta): 0.312 / 0.302 Eh
* LUMO energy (alpha / beta): 0.0089 / 0.0150 Eh

***

Entry from the OMol25 dataset: a structure of composition C2H7PS at a distorted geometry (ωB97M-V with the def2-TZVPD basis set).

Structure (XYZ):
```
11
Properties=species:S:1:pos:R:3:forces:R:3:nbo_charge:R:1
C -1.170548 -0.998917 0.903197 -2.2 -0.2 0.5 -0.625
C 0.099585 -0.242656 0.425556 0.4 -2.0 2.9 -0.783
P -0.289877 1.247094 -0.588182 2.2 1.5 2.0 0.638
S 2.316626 2.155844 -1.086586 -2.0 -0.9 -1.5 -0.451
H -1.774296 -0.371118 1.671736 0.5 -0.8 -1.8 0.212
H -1.736364 -1.407309 0.019985 -0.2 1.0 0.8 0.205
H -1.060398 -1.963520 1.469200 1.0 0.9 -0.4 0.229
H 0.660496 -1.089575 -0.022076 0.4 1.2 -0.2 0.240
H 0.527062 -0.052539 1.495424 0.1 0.4 -2.3 0.250
H 0.086288 0.756224 -1.747187 0.2 -1.3 -2.5 -0.061
H 2.341426 1.966471 -2.541068 -0.3 0.2 2.4 0.147
```
Positions in Å, forces in eV/Å.

Calculated values
* total charge: 0
* gap between HOMO and LUMO (alpha / beta): 0.280 / 0.280 Eh
* LUMO energy (alpha / beta): -0.0468 / -0.0468 Eh

***

Asked for relative energy (zero: lowest compared OMol25 entry of this formula, charge and spin) across the records above, the calculation gives 373.4 15.0 242.3 294.5 196.3 156.8 201.5 96.3 356.0 267.3 kJ/mol in order.